No. 1
97
Properties=species:S:1:pos:R:3:forces:R:3:lowdin_charge:R:1 method="wB97M-V/def2-TZVPD" charge=+2 homo_lumo_gap_ha=0.25986 lumo_energy_ev=-5.675
Pb -1.04601 1.08313 1.33035 -0.380 -0.108 -0.073 1.5420
Br -2.54155 -3.34949 -3.05798 -0.021 0.059 0.041 0.7198
S 0.58385 0.71251 6.27274 0.013 -0.028 0.039 1.1262
S -1.19737 5.89085 3.09922 0.001 0.031 -0.028 1.1372
S -5.26584 -1.13834 -1.89805 -0.020 -0.023 -0.007 1.1244
O -2.46054 1.33144 -0.59582 0.019 -0.218 -0.234 -0.2832
O -0.94181 2.54552 -1.68460 0.123 0.105 0.050 0.0101
O -6.01896 -0.48755 -0.50325 0.158 -0.172 0.120 -0.4222
N 0.46673 -0.90894 0.63456 -0.066 0.080 -0.101 -0.0152
N -6.11853 0.81185 -0.17432 -0.052 -0.002 0.051 0.0979
N -2.05376 -0.69381 -2.47542 -0.086 -0.028 0.030 0.0784
N -4.86042 1.74699 -3.35811 0.140 0.033 -0.073 0.2377
N -6.06659 4.11066 0.12694 0.043 0.113 0.019 0.2156
N -0.94987 3.46124 2.41714 0.220 -0.067 0.204 -0.0359
N -0.37844 1.07358 3.95727 0.182 0.221 -0.018 -0.0354
N -7.09526 -2.82950 -0.86643 -0.052 0.109 -0.027 0.1053
N 1.18594 1.68515 0.50395 0.042 -0.079 0.078 -0.0023
C 0.29943 2.31619 5.76929 0.002 0.005 0.006 -0.3246
C -1.61228 0.54432 -2.71504 0.001 0.104 -0.009 -0.1977
C 2.27043 -3.03128 0.46250 0.006 0.003 0.020 -0.1309
C -0.21991 2.32787 4.51362 -0.042 -0.016 -0.044 -0.3325
C 0.00974 0.12982 4.77079 -0.019 -0.021 -0.027 -0.6384
C 0.04098 -2.17289 0.63991 0.007 0.013 0.027 -0.1216
C 3.23624 -4.20690 0.40917 -0.001 0.008 -0.004 -0.5560
C 2.86834 -5.10633 -0.77999 -0.009 0.007 -0.006 -0.0336
C -1.30880 -1.34762 -4.66045 -0.033 0.080 -0.044 -0.0951
C -1.89619 -1.57830 -3.42879 0.001 -0.045 0.059 -0.7320
C 0.89393 -3.25056 0.54885 0.000 0.011 0.004 0.0103
C 5.58688 2.17676 -1.85615 0.003 0.006 0.006 -0.0301
C -1.26123 4.63862 1.93505 -0.057 -0.011 -0.021 -0.6310
C -6.29364 -2.54118 -1.90449 -0.067 -0.011 -0.104 -0.4702
C -7.86391 -4.81970 -1.85665 0.000 0.024 0.014 -0.0051
C -1.68688 1.57308 -1.59500 -0.052 -0.019 0.009 -0.6637
C -1.02436 0.90750 -3.91756 0.003 -0.035 -0.045 0.0133
C -5.92626 3.07375 -0.33966 0.045 -0.047 -0.016 -0.1365
C 5.38023 4.36657 -0.68220 0.015 -0.004 0.009 -0.0563
C 1.48659 2.96200 0.27744 -0.038 0.012 0.008 -0.0933
C -7.88002 -3.93056 -0.82145 -0.003 -0.040 -0.028 -0.0063
C 2.69401 -1.70727 0.43398 -0.004 -0.046 -0.015 0.0657
C -0.62399 3.52876 3.76567 -0.049 -0.022 -0.010 -0.3246
C 2.16063 0.76494 0.36371 0.008 0.006 -0.023 -0.1781
C -6.26564 -3.40989 -2.99189 0.055 -0.019 0.047 -0.0637
C -0.71714 4.77503 4.29342 0.027 0.009 0.003 -0.3235
C -0.87445 -0.05413 -4.90468 -0.004 -0.017 0.029 -0.0264
C -1.62644 4.91674 0.51635 -0.093 -0.004 -0.003 -0.0639
C 2.75401 3.39803 -0.05957 -0.004 -0.010 0.016 0.0398
C -0.01612 -1.32510 4.43354 0.050 0.003 -0.006 -0.0648
C -5.20933 1.73488 -2.26582 -0.072 -0.127 0.126 -0.1972
C 5.21488 2.85530 -0.52872 -0.027 -0.002 0.000 -0.5551
C 1.77145 -0.67024 0.50015 -0.020 0.035 0.012 -0.1944
C 3.44851 1.13768 0.03414 0.015 0.013 0.018 0.0571
C 4.68743 -3.75482 0.25066 0.006 -0.020 0.010 -0.0567
C 3.10315 -5.00087 1.71815 0.015 -0.003 -0.017 -0.0317
C -5.73940 1.76973 -0.92475 0.074 0.150 -0.086 -0.2726
C 6.15002 2.36094 0.58524 0.004 0.026 -0.005 -0.0319
C -7.04334 -4.54684 -2.95677 -0.008 0.003 -0.020 0.0131
C 3.78516 2.47681 -0.17277 0.018 -0.007 -0.034 -0.1256
H 4.21073 0.38307 -0.08146 -0.001 -0.013 -0.006 0.1087
H -7.13976 -2.15600 -0.10771 0.041 -0.032 0.011 0.1604
H -1.20641 -2.13539 -5.39139 -0.008 -0.012 0.005 0.1054
H 0.48528 -4.25101 0.54781 -0.003 -0.008 0.010 0.1192
H 2.08615 -5.36372 1.87015 -0.006 -0.007 -0.002 0.0819
H 0.97466 -1.66968 4.13159 0.008 0.013 -0.005 0.0878
H 5.87907 2.79369 1.54961 -0.002 0.008 0.001 0.0958
H 4.84100 -3.19376 -0.67331 -0.004 0.002 -0.006 0.0927
H 5.02094 -3.14647 1.09365 0.000 0.005 0.004 0.0906
H 4.78071 4.76023 -1.50462 -0.011 0.000 -0.001 0.0924
H 3.38225 -4.38983 2.57838 -0.006 0.009 0.003 0.0926
H -0.94919 5.65713 0.08787 0.005 -0.008 -0.015 0.0958
H -0.70369 -1.49845 3.60762 -0.027 0.000 0.009 0.0648
H -1.58617 4.01400 -0.09413 0.021 0.015 0.026 0.0450
H 7.17411 2.65782 0.35838 0.009 -0.011 -0.005 0.0952
H -0.41621 0.19239 -5.85310 -0.010 0.011 -0.004 0.1207
H 3.76571 -5.86631 1.69049 0.005 -0.005 0.002 0.0954
H -1.03232 -2.31513 0.70786 -0.004 -0.010 0.020 0.1165
H 1.86526 -5.52244 -0.68445 -0.006 -0.001 0.003 0.0799
H 3.56785 -5.94058 -0.83520 0.000 -0.009 0.003 0.0948
H 2.91362 4.45179 -0.22885 -0.003 0.006 -0.004 0.1166
H 5.33199 -4.63236 0.20989 0.008 -0.002 0.001 0.0954
H -5.64364 -3.17451 -3.84380 0.015 -0.018 0.003 0.1085
H 0.52210 3.14985 6.41321 0.004 0.017 0.002 0.0855
H 0.67128 3.66502 0.35759 0.010 -0.002 -0.003 0.0882
H 5.56049 1.08901 -1.77870 -0.002 -0.007 -0.003 0.0807
H 6.13474 1.27453 0.68019 -0.005 -0.007 0.006 0.0797
H -7.03109 -5.22405 -3.80014 -0.001 -0.007 -0.004 0.1358
H -0.33093 -1.92306 5.28691 -0.013 -0.010 -0.004 0.0852
H 2.92197 -4.55688 -1.72126 0.005 0.008 -0.001 0.0956
H -8.49329 -4.04170 0.06033 -0.002 0.019 0.002 0.1493
H 4.91038 2.47957 -2.65667 -0.004 0.010 -0.003 0.0962
H -0.53269 5.08532 5.30776 -0.016 -0.004 0.019 0.0864
H -0.69064 1.92505 -4.05228 0.018 0.006 0.008 0.1238
H 6.59898 2.46466 -2.14121 0.012 -0.007 0.003 0.0957
H 5.11453 4.89983 0.23230 0.007 0.000 0.008 0.0922
H 6.42353 4.59180 -0.90099 0.003 0.007 -0.010 0.0945
H 3.74630 -1.49141 0.35063 0.002 0.019 0.011 0.0990
H -8.48913 -5.69863 -1.82109 0.004 -0.006 -0.001 0.1301
H -2.63271 5.33054 0.46068 -0.056 0.013 -0.008 0.0913



No. 2
91
Properties=species:S:1:pos:R:3:forces:R:3:mulliken_spin:R:1 method="wB97M-V/def2-TZVPD" homo_lumo_gap_ha="0.22302 / 0.21286" lumo_energy_ev="-0.517 / -0.669" spin_multiplicity=2
Ru -1.23746 0.05494 -0.19075 -0.047 0.610 0.000 0.7011
S -3.33943 -0.53695 0.47353 0.154 -0.218 0.157 0.1392
S -1.17321 -1.85310 -1.41850 -0.228 -0.118 -0.183 0.1304
S 5.55881 1.85111 -3.14716 0.033 -0.010 0.013 0.0003
F -1.64485 -2.91957 1.36503 -0.302 0.258 -0.308 0.0084
N -1.98875 3.36194 -0.51911 0.299 0.009 0.010 -0.0010
N 0.18376 -0.59770 1.33221 0.195 0.011 -0.005 0.0493
N -1.82746 1.74308 1.16926 0.110 -0.261 -0.259 0.0032
N -2.26469 1.30021 -1.66168 0.156 -0.199 -0.193 -0.0087
N 3.99606 1.41575 -5.21003 -0.005 0.026 0.012 0.0000
N 0.55979 0.85077 -1.58785 -0.113 -0.103 0.362 -0.0040
C 3.64106 -0.67921 -0.11520 -0.049 -0.058 0.022 0.0001
C 2.21762 0.86545 1.71889 0.044 0.020 -0.014 0.0034
C 4.23141 0.45234 0.40600 0.044 -0.048 0.083 -0.0015
C -2.46015 3.97129 1.74162 -0.039 -0.044 0.018 -0.0017
C -2.25182 2.63091 -1.66491 -0.089 0.055 -0.079 -0.0098
C 2.02161 -2.53809 -1.81546 -0.053 -0.094 0.009 -0.0063
C 1.51343 1.69066 -1.17533 -0.104 0.224 -0.106 0.0123
C 1.85748 -2.38861 -0.30062 -0.005 0.013 0.060 0.0067
C 0.80912 2.91389 2.34215 0.048 0.008 -0.110 0.0046
C 1.85073 0.48814 -3.56717 0.039 0.079 0.000 0.0053
C -1.98550 1.39967 2.45559 -0.167 -0.097 0.193 -0.0058
C -2.66368 0.68156 -2.79532 -0.111 0.002 0.065 0.0079
C -3.76309 -1.88053 -0.54291 0.042 -0.130 -0.075 0.0128
C -5.40487 -3.47012 -1.31830 -0.056 0.025 0.032 0.0095
C 2.59813 -3.52629 0.41423 0.027 0.026 -0.006 0.0000
C 1.13398 1.09253 4.07789 -0.090 0.365 0.102 -0.0001
C -2.80426 -2.47174 -1.37262 -0.026 0.068 0.122 0.0082
C 0.11851 -3.59436 4.40180 0.013 0.021 0.007 0.0029
C -2.51409 3.37544 -2.82670 -0.002 -0.011 0.072 -0.0029
C -0.78059 -2.68025 2.36453 0.156 0.009 0.123 -0.0058
C 0.73121 0.28074 -2.78070 -0.094 0.152 -0.057 0.0021
C -5.06861 -2.39028 -0.53064 -0.006 -0.039 -0.022 0.0028
C -2.97128 1.33864 -3.96091 0.006 0.035 0.007 -0.0012
C 2.67392 1.94276 -1.88031 -0.067 0.059 -0.071 -0.0010
C -2.58242 3.61459 3.06593 -0.029 0.022 -0.019 0.0004
C -2.09614 2.99149 0.81552 -0.225 -0.061 -0.071 -0.0041
C 1.09417 -2.61122 4.35026 0.006 -0.031 -0.032 -0.0015
C 1.09642 -1.67274 3.33510 0.156 -0.276 -0.106 0.0083
C 1.70653 1.78242 2.84252 -0.021 0.044 0.009 -0.0015
C -2.86323 2.72613 -3.98244 -0.007 -0.043 -0.013 -0.0011
C 0.13069 -1.60879 2.30448 -0.025 -0.174 -0.048 0.0013
C 2.86489 1.32034 -3.10634 -0.089 0.006 0.021 -0.0002
C -0.80907 -3.62080 3.37785 -0.037 -0.002 0.018 -0.0077
C -2.35784 2.29460 3.43380 0.014 -0.058 -0.043 -0.0046
C 4.12394 1.53348 -3.87757 -0.030 -0.014 -0.050 -0.0001
C 2.34071 -1.04500 0.22184 0.121 -0.017 -0.047 -0.0107
C -3.15722 -3.57374 -2.16198 -0.050 -0.027 0.001 0.0023
C 3.52347 1.18438 1.33656 0.026 -0.011 0.032 0.0021
C -4.44428 -4.06795 -2.13705 0.061 -0.020 -0.035 0.0040
C 1.56679 -0.23068 1.08298 -0.113 0.128 0.142 -0.0218
H -0.04388 -0.40315 -3.10088 -0.019 0.048 -0.017 -0.0106
H 2.19159 -4.48981 0.09967 -0.006 0.003 0.009 0.0001
H -2.08257 4.35301 -0.66246 0.022 0.018 0.003 0.0007
H 0.80176 -2.48463 -0.06139 0.016 -0.031 -0.001 -0.0098
H 1.37110 3.60183 1.70443 0.040 -0.029 -0.041 -0.0002
H 3.03291 -2.29240 -2.14300 0.040 -0.028 -0.007 0.0001
H 1.82105 -3.57062 -2.10962 -0.040 0.002 0.009 0.0002
H -4.70789 -4.91800 -2.75338 0.000 0.002 0.003 0.0011
H -3.07060 3.29004 -4.88232 -0.002 -0.002 -0.001 -0.0001
H 4.80945 1.55938 -5.78404 0.009 -0.002 0.006 0.0000
H 3.42948 2.59853 -1.47310 -0.016 0.008 -0.034 0.0001
H -0.03002 2.52942 1.77315 0.435 0.130 0.112 -0.0029
H -1.79079 0.36093 2.68055 0.072 0.000 0.006 0.0021
H -1.56237 -4.39523 3.30586 0.002 0.003 0.013 0.0001
H 4.20920 -1.30959 -0.78745 0.017 -0.005 -0.010 0.0000
H 1.85961 0.41273 4.51959 -0.032 0.214 0.126 0.0000
H 4.00318 2.03460 1.80934 0.008 -0.001 -0.006 0.0000
H 3.09358 1.36404 -5.64939 -0.004 -0.006 0.005 0.0000
H 1.32518 -1.90508 -2.36317 0.166 -0.201 0.103 0.0016
H 0.88930 1.84714 4.83036 -0.023 0.060 -0.040 0.0002
H 1.34372 2.17573 -0.23167 -0.042 0.053 0.150 -0.0045
H -2.71905 -0.39392 -2.73546 -0.002 -0.014 -0.004 -0.0045
H 0.24204 0.51831 3.85928 -0.139 -0.011 0.023 0.0000
H 2.60814 2.28241 3.20501 0.042 -0.055 0.000 -0.0003
H -2.40362 -4.03128 -2.79208 0.011 0.008 0.005 -0.0001
H 1.93470 -0.06510 -4.49328 0.030 0.006 -0.005 0.0001
H 0.10202 -4.33865 5.18597 -0.007 0.004 0.008 0.0001
H 5.23886 0.73462 0.12836 -0.009 0.004 -0.029 -0.0001
H -6.41659 -3.85521 -1.29908 0.005 -0.002 0.002 0.0015
H -3.27948 0.77219 -4.82712 0.000 0.007 -0.005 0.0002
H -2.86831 4.35437 3.80216 0.009 0.003 0.001 0.0000
H 0.41605 3.49315 3.18121 0.045 -0.007 -0.012 0.0001
H 1.87537 -2.56940 5.09946 0.007 -0.013 0.012 -0.0002
H -2.66097 4.98108 1.40844 0.005 0.004 0.007 -0.0001
H 2.49557 -3.45031 1.49659 -0.018 0.024 0.042 -0.0001
H 1.90266 -0.95623 3.32706 -0.093 -0.339 -0.184 0.0006
H 3.66421 -3.51601 0.17049 0.000 0.015 0.007 0.0000
H -5.80935 -1.92790 0.11070 0.015 0.013 0.010 -0.0005
H -2.45206 4.45534 -2.78760 -0.007 -0.001 -0.003 -0.0001
H -2.45349 1.96217 4.45682 -0.007 0.001 0.001 -0.0003



| no. | E_tot (eV) |
| --- | --- |
| 1 | -169465.1561 |
| 2 | -88876.9336 |